Entry from OMol25: a structure of composition C6H8LiNaO6 at a distorted geometry (the ωB97M-V functional and the def2-TZVPD basis).

Calculated values
Frontier orbital gap (spin up / spin down) ... 5.7 / 5.3 eV
E_HOMO (spin up / spin down) ... -6.1850 / -5.8218 eV
Lowest unoccupied orbital energy (spin up / spin down) ... -0.5290 / -0.4852 eV

The geometry in XYZ format:
```
22
Properties=species:S:1:pos:R:3:forces:R:3
Na 0.173 1.663 1.275 -0.3 0.2 0.1
O -0.465 0.041 0.126 -1.4 -0.1 -4.1
O 2.488 -1.303 -0.596 -0.2 -0.2 0.8
C 3.679 -0.633 -0.132 0.7 0.3 -0.6
C 3.238 0.824 -0.124 0.3 -0.1 -0.4
O 1.800 0.708 -0.245 -0.3 -0.6 0.7
C 1.373 -0.583 -0.415 2.5 0.1 -0.9
H 3.970 -1.022 0.850 -0.2 0.1 -0.2
H 4.476 -0.841 -0.853 -0.2 0.1 0.2
H 3.578 1.418 -0.979 0.1 -0.3 0.1
H 3.539 1.349 0.790 -0.4 -0.1 -0.1
Li -0.468 -1.854 -0.133 -0.2 1.1 0.6
O -1.514 -1.698 1.464 3.2 1.0 1.4
O -3.181 -0.436 1.278 -4.9 -3.4 -1.3
C -3.486 -0.180 -0.090 1.6 0.6 1.8
C -2.341 0.707 -0.628 -1.1 0.1 -2.3
O -1.859 0.907 1.513 5.8 -0.1 4.9
C -1.780 -0.456 1.460 -6.2 2.5 -0.9
H -3.557 -1.145 -0.609 -0.2 0.3 -0.3
H -4.417 0.403 -0.074 0.0 -0.4 -0.4
H -2.544 1.794 -0.550 0.7 -0.6 0.7
H -2.316 0.543 -1.724 0.8 -0.3 0.3
```
Positions in Å, forces in eV/Å.

Entry from OMol25: the ion C6H8N with charge +1 at a distorted geometry (the ωB97M-V functional and the def2-TZVPD basis).

Calculated values
Charge ... +1
Frontier orbital gap ... 10.1 eV
E_HOMO ... -13.6431 eV
Lowest unoccupied orbital energy ... -3.5661 eV
Structure (SMILES) ... C1=C[C@@]23[NH2+]C[C@@H]2[C@@H]13

The geometry in XYZ format:
```
15
Properties=species:S:1:pos:R:3:forces:R:3
C 1.536 -1.183 1.260 0.3 1.3 -0.5
C 2.046 -0.125 0.597 -1.9 -0.5 0.5
C -1.338 0.244 -0.772 0.6 -0.1 -0.1
C 0.120 -0.915 0.843 -3.2 0.4 0.7
C -0.275 -0.859 -0.628 0.2 1.6 2.2
C 0.629 0.213 0.039 0.9 -0.1 -1.4
N -0.393 1.312 -0.168 0.1 -0.1 -1.6
H 1.915 -1.889 1.965 0.3 -0.6 -0.1
H 3.000 0.309 0.492 0.8 0.4 -0.3
H -1.524 0.379 -1.852 -0.1 0.5 0.8
H -2.217 0.289 -0.143 -0.5 -0.6 -0.2
H -0.744 -0.730 1.547 1.2 -0.5 -0.4
H -0.160 -1.529 -1.410 0.7 -1.3 -1.1
H -0.291 2.097 -0.859 0.7 -0.9 0.9
H -0.738 1.673 0.696 -0.3 0.6 0.8
```
Positions in Å, forces in eV/Å.

Entry from OMol25: the ion C6H8N with charge +1 at a distorted geometry (the ωB97M-V functional and the def2-TZVPD basis).

Calculated values
Charge ... +1
Frontier orbital gap (spin up / spin down) ... 6.7 / 6.7 eV
E_HOMO (spin up / spin down) ... -13.6247 / -13.6232 eV
Lowest unoccupied orbital energy (spin up / spin down) ... -6.9520 / -6.9543 eV

The geometry in XYZ format:
```
15
Properties=species:S:1:pos:R:3:forces:R:3
C -2.192 0.043 -0.205 1.9 1.5 0.6
C -3.143 -0.312 -0.981 -1.3 -0.3 -1.0
C -1.282 1.221 0.355 -0.8 0.9 -0.5
C -0.021 -1.131 0.827 1.1 -0.1 -2.7
C 0.874 -0.803 -0.343 -1.4 1.0 -3.0
C 1.887 0.210 -0.513 -0.4 0.5 2.0
N -1.123 -0.168 0.600 1.5 -0.8 0.9
H -0.622 1.848 -0.285 -0.4 -1.2 -0.2
H -1.710 1.901 1.111 -0.1 -1.0 0.1
H -0.245 -2.206 0.652 -0.7 0.8 1.1
H 0.522 -0.800 1.670 0.0 -0.3 1.6
H 0.630 -1.060 -1.386 -0.9 -1.2 0.7
H 2.085 0.677 -1.475 -0.5 -0.4 -0.3
H 2.793 -0.373 -0.260 0.4 0.6 0.6
H 1.546 0.953 0.233 1.4 0.2 0.1
```
Positions in Å, forces in eV/Å.

Entry from OMol25: the ion C6H8N with charge +1 at a distorted geometry (the ωB97M-V functional and the def2-TZVPD basis).

Calculated values
Charge ... +1
Frontier orbital gap ... 11.8 eV
E_HOMO ... -14.8039 eV
Lowest unoccupied orbital energy ... -2.9769 eV
Structure (SMILES) ... C1=C[C@]12[NH2+][C@@]21CC1

The geometry in XYZ format:
```
15
Properties=species:S:1:pos:R:3:forces:R:3
C -2.258 0.077 0.618 0.7 -0.4 -1.5
C -2.241 -0.154 -0.680 0.7 0.1 1.5
C 1.509 0.894 0.637 0.0 0.0 0.1
C 1.543 0.630 -0.852 0.0 -0.1 -0.1
C -0.956 -0.179 0.011 -1.3 0.6 -0.1
C 0.453 0.089 -0.012 0.0 0.3 -0.1
N 0.040 -1.320 0.229 0.6 -1.1 0.2
H -2.777 0.296 1.519 -0.3 0.2 0.4
H -2.741 -0.261 -1.612 -0.3 0.0 -0.4
H 2.229 0.389 1.263 0.1 -0.1 0.0
H 1.248 1.882 0.984 -0.1 0.1 0.0
H 1.308 1.435 -1.531 -0.1 0.1 0.0
H 2.284 -0.057 -1.231 0.1 -0.1 0.1
H 0.165 -1.713 1.162 0.0 0.2 -0.1
H 0.195 -2.007 -0.508 -0.1 0.2 0.0
```
Positions in Å, forces in eV/Å.

Entry from OMol25: the ion C6H8N with charge +1 at a distorted geometry (the ωB97M-V functional and the def2-TZVPD basis).

Calculated values
Charge ... +1
Frontier orbital gap ... 9.2 eV
E_HOMO ... -14.6584 eV
Lowest unoccupied orbital energy ... -5.4579 eV

The geometry in XYZ format:
```
15
Properties=species:S:1:pos:R:3:forces:R:3
C -1.592 0.244 0.075 -1.0 2.2 -0.8
C -2.125 1.356 -0.246 0.1 0.1 -0.2
C 0.600 -0.414 -0.795 0.0 -5.6 -5.5
C -0.765 -0.924 -0.463 -2.0 0.0 0.0
C -1.239 -0.837 0.897 0.8 -2.7 3.3
C 1.884 1.152 0.342 -0.4 -0.2 0.4
N 0.848 0.791 -0.295 1.1 3.6 2.3
H 1.407 -1.147 -0.561 -0.6 0.5 -0.2
H 0.478 -0.342 -1.957 0.9 0.0 1.7
H -1.417 -1.556 -1.069 1.1 0.1 -0.6
H -2.106 -1.390 1.205 -0.3 -0.6 -0.2
H -0.507 -0.909 1.712 -0.1 1.1 -0.2
H 1.789 2.036 0.888 0.1 1.7 0.4
H 2.788 0.590 0.523 -0.1 -0.6 -0.5
H -0.042 1.350 -0.254 0.5 0.5 0.1
```
Positions in Å, forces in eV/Å.

Entry from OMol25: a structure of composition C6H8N at a distorted geometry (the ωB97M-V functional and the def2-TZVPD basis).

Calculated values
Charge ... +1
Frontier orbital gap ... 8.8 eV
E_HOMO ... -14.5657 eV
Lowest unoccupied orbital energy ... -5.7199 eV

The geometry in XYZ format:
```
15
Properties=species:S:1:pos:R:3:forces:R:3
C -1.040 0.038 -1.922 0.0 -0.7 1.4
C -1.885 -0.327 -2.825 -0.4 -0.1 -0.1
C 0.282 0.682 -1.833 -1.0 1.6 -0.1
C -0.727 0.721 0.715 -0.4 0.8 -0.6
C -0.278 -0.657 1.007 0.6 -0.2 -0.8
C 1.101 -0.883 1.525 -0.9 -1.9 1.7
N -0.368 0.205 -0.668 -1.9 -1.0 2.5
H 1.106 0.155 -2.123 2.1 -1.3 -0.9
H 0.188 1.718 -2.087 0.5 0.7 0.3
H -1.761 1.059 1.010 1.0 -0.6 -1.0
H 0.010 1.493 0.953 -0.2 -0.2 0.2
H -1.022 -1.468 0.977 0.4 0.4 -0.2
H 1.137 -0.884 2.676 -0.8 0.0 -1.4
H 1.627 -0.022 1.317 1.7 1.7 -0.8
H 1.630 -1.829 1.277 -0.6 0.7 -0.3
```
Positions in Å, forces in eV/Å.

Entry from OMol25: the ion C6H8N with charge +1 at a distorted geometry (the ωB97M-V functional and the def2-TZVPD basis).

Calculated values
Charge ... +1
Frontier orbital gap ... 9.2 eV
E_HOMO ... -14.3131 eV
Lowest unoccupied orbital energy ... -5.1528 eV
Structure (SMILES) ... C#[N+]C(C)=C1CC1

The geometry in XYZ format:
```
15
Properties=species:S:1:pos:R:3:forces:R:3
C -1.292 -0.141 -2.872 0.5 -0.4 3.7
C 0.590 -0.176 0.055 0.2 -1.2 -1.2
C -0.571 0.121 -0.531 -0.5 0.8 4.0
C 1.875 -0.955 -0.005 -1.9 1.4 1.3
C 1.462 -0.111 1.190 0.5 1.6 1.9
C -1.748 0.705 0.292 -1.2 0.5 -0.9
N -0.939 -0.214 -1.775 0.0 0.3 -3.9
H -1.915 0.128 -3.654 -0.6 0.0 -1.9
H 1.779 -1.992 0.230 0.3 -0.5 -0.4
H 2.674 -0.529 -0.490 1.7 0.3 -1.7
H 1.898 0.874 1.585 -0.3 -1.3 -1.4
H 1.309 -0.690 2.073 -0.9 -0.4 0.5
H -1.987 1.794 0.275 0.2 -0.6 -1.4
H -2.707 0.114 0.170 1.2 0.7 0.0
H -1.513 0.727 1.311 0.7 -1.0 1.7
```
Positions in Å, forces in eV/Å.

Entry from OMol25: an isolated molecule of C6H8N2 at a distorted geometry (the ωB97M-V functional and the def2-TZVPD basis).

Calculated values
Frontier orbital gap ... 9.6 eV
E_HOMO ... -8.7252 eV
Lowest unoccupied orbital energy ... 0.8308 eV
Structure (SMILES) ... C=C[C@]1(N=C)N=C1C

The geometry in XYZ format:
```
16
Properties=species:S:1:pos:R:3:forces:R:3
C 1.025 0.151 0.506 -2.0 0.3 1.4
C -2.595 0.851 0.078 -1.4 -0.1 -1.2
C 0.007 -2.349 0.115 1.5 0.4 1.7
C -1.430 0.883 0.677 0.8 -0.4 0.2
C -0.395 -0.141 0.513 0.9 -0.1 1.0
C 2.105 0.668 -0.307 -0.7 -1.2 -4.0
N 0.671 -0.181 1.683 0.7 0.3 -2.0
N -0.709 -1.356 -0.084 -1.2 0.8 -0.5
H -3.297 1.675 0.028 0.1 0.1 0.7
H -2.941 0.011 -0.539 0.7 0.2 0.2
H -0.267 -3.182 -0.371 -0.9 -3.2 -1.8
H 0.865 -2.481 0.795 -0.2 0.6 -0.1
H -1.084 1.603 1.398 -0.3 0.8 -0.2
H 1.917 1.690 -0.565 0.3 0.9 0.6
H 2.272 0.251 -1.433 -1.0 0.2 2.7
H 2.945 0.384 0.200 2.8 0.3 1.2
```
Positions in Å, forces in eV/Å.

Entry from OMol25: a structure of composition C6H8N2 at a distorted geometry (the ωB97M-V functional and the def2-TZVPD basis).

Calculated values
Frontier orbital gap ... 9.9 eV
E_HOMO ... -9.0894 eV
Lowest unoccupied orbital energy ... 0.8390 eV

The geometry in XYZ format:
```
16
Properties=species:S:1:pos:R:3:forces:R:3
C -1.145 1.279 -1.563 -2.3 -0.6 -1.0
C -1.333 0.506 -0.484 3.0 1.1 -1.5
C -0.146 0.070 0.326 -1.0 0.8 -0.6
C -0.386 -0.335 1.696 -0.3 -1.6 3.0
C 0.190 -1.341 0.757 0.3 -0.8 -1.9
C 2.035 -0.465 -0.067 -1.1 -0.8 1.2
H -2.028 1.606 -2.269 2.1 -0.6 1.6
H -0.107 1.403 -1.900 -0.9 0.7 -0.5
H -2.259 0.196 -0.145 -1.8 -0.4 0.6
H -1.410 -0.652 2.108 1.5 0.9 -0.9
H 0.325 -0.026 2.454 -0.2 0.3 0.1
H -0.418 -2.085 0.310 -0.7 -0.9 0.4
H 3.015 -0.251 -0.506 -0.2 -0.4 0.4
H 0.927 1.048 -1.172 1.8 -1.3 5.0
N 1.597 -1.601 0.410 0.4 2.4 -0.3
N 1.143 0.650 0.045 -0.4 1.0 -5.5
```
Positions in Å, forces in eV/Å.

Entry from OMol25: a structure of composition C6H8N2 at a distorted geometry (the ωB97M-V functional and the def2-TZVPD basis).

Calculated values
Frontier orbital gap ... 9.1 eV
E_HOMO ... -9.8075 eV
Lowest unoccupied orbital energy ... -0.7361 eV

The geometry in XYZ format:
```
16
Properties=species:S:1:pos:R:3:forces:R:3
C -2.744 -0.352 0.905 0.6 0.1 -1.2
C -1.986 -0.287 -0.583 -0.9 -2.6 -3.7
C -0.563 0.016 -0.568 5.7 -1.2 3.5
C 1.787 -0.146 -0.012 -2.6 -0.3 0.6
C 1.198 1.336 0.117 11.6 -0.2 4.3
C -0.015 1.286 -0.083 -7.3 2.9 -2.8
H -1.664 -0.418 1.765 -4.1 0.5 -2.5
H -3.472 0.917 0.687 2.2 -4.2 1.7
H -3.533 -1.436 1.032 2.6 3.9 -0.4
H -2.558 0.339 -1.371 0.9 -0.4 1.8
H -1.742 -1.208 -1.377 -1.8 0.8 2.6
H 2.435 -1.777 0.296 0.8 -0.1 -0.1
H 1.919 2.096 0.796 -2.3 -1.7 -2.6
H -0.604 2.199 -0.198 -0.2 -0.2 0.8
N 0.471 -0.861 -0.412 -1.6 0.6 -1.1
N 2.837 -0.828 0.371 -3.5 1.9 -1.1
```
Positions in Å, forces in eV/Å.

Entry from OMol25: a structure of composition C6H8N2 at a distorted geometry (the ωB97M-V functional and the def2-TZVPD basis).

Calculated values
Frontier orbital gap ... 9.7 eV
E_HOMO ... -10.2482 eV
Lowest unoccupied orbital energy ... -0.5487 eV

The geometry in XYZ format:
```
16
Properties=species:S:1:pos:R:3:forces:R:3
C 1.155 -2.184 -0.136 -0.3 0.9 0.5
C 1.883 -1.942 0.879 -1.3 0.1 -1.2
C 0.344 -0.752 0.556 1.1 -1.4 -0.6
C -0.806 -0.038 -1.613 -1.1 -1.6 -2.5
C -0.620 1.464 0.529 -3.2 -1.2 2.0
C -0.039 0.378 -0.409 0.4 0.4 1.7
N 2.096 -1.079 1.910 0.6 -0.5 0.2
N 1.153 -0.291 1.716 -0.3 1.3 0.7
H -0.553 -1.165 1.003 -0.2 -0.5 0.0
H -1.423 -1.002 -1.570 0.5 1.6 0.7
H -0.180 -0.324 -2.490 0.3 0.3 0.9
H -1.405 0.774 -2.066 0.0 -0.3 0.7
H -1.812 1.449 0.604 2.4 -0.5 0.1
H -0.475 2.453 0.184 0.7 0.9 -0.5
H -0.147 1.331 1.576 -1.1 0.6 -1.7
H 0.828 0.928 -0.672 1.4 -0.2 -0.8
```
Positions in Å, forces in eV/Å.

Entry from OMol25: a cluster of 2 separate species, C6H8N2O in total at a distorted geometry (the ωB97M-V functional and the def2-TZVPD basis).

Calculated values
Frontier orbital gap (spin up / spin down) ... 6.0 / 6.0 eV
E_HOMO (spin up / spin down) ... -7.3962 / -7.3963 eV
Lowest unoccupied orbital energy (spin up / spin down) ... -1.4074 / -1.4061 eV

The geometry in XYZ format:
```
17
Properties=species:S:1:pos:R:3:forces:R:3
C -1.184 -0.991 -0.283 -0.5 0.2 0.3
C -0.101 -0.596 0.121 -0.9 -0.6 -1.4
C -2.542 -1.423 -0.250 0.8 -0.6 1.4
C 3.060 -0.016 -0.394 1.8 -1.0 -1.0
C -2.760 -2.709 -1.045 -2.9 0.8 -2.0
C 4.265 -1.781 0.861 -0.1 -2.0 -1.3
N -3.408 -0.926 0.589 1.5 -0.2 -1.9
N 3.986 -0.726 -0.057 -3.9 2.8 -0.2
O 1.003 -0.185 0.419 3.3 1.2 0.9
H -3.823 -3.082 -0.925 1.0 0.3 0.3
H -2.771 -2.506 -2.171 0.7 -0.2 1.4
H -2.104 -3.519 -0.792 0.6 -0.1 0.1
H 5.329 -1.880 0.857 0.7 -0.6 -0.3
H 4.057 -1.578 1.890 -1.0 0.4 0.4
H 3.740 -2.725 0.452 0.9 1.4 1.0
H -4.193 -1.449 0.279 -1.8 -0.5 0.6
H 2.903 0.815 -1.165 -0.3 -1.3 1.6
```
Positions in Å, forces in eV/Å.

What relative energy (zero: lowest compared OMol25 entry of this formula, charge and spin) values result from the calculations? In sequence: 249.84; 118.73; 239.85; 113.55; 171.91; 210.17; 121.13; 86.81; 87.45; 176.83; 164.33; 146.89 kcal/mol.